A 12-piece molecular cluster, C42H86BrN5O13S4 overall at a distorted geometry. Source: the Open Molecules 2025 dataset; level of theory: ωB97M-V/def2-TZVPD.

## Properties
energy relative to the best compared isomer or geometry (same formula, charge and spin): 0.0 kJ/mol
HOMO-LUMO gap: 7.820 eV
E_HOMO: -0.3065 hartree
LUMO level: -0.019 hartree

Each line ends with the Löwdin charge.
Element x y z (Å)
Br  3.921  -4.612  -1.365  0.7823
S  -7.301  1.836  -0.860  0.7441
S  -3.868  -2.299  -2.220  0.8453
S  -0.463  0.902  -2.715  1.0903
S  -4.783  2.028  0.682  0.8478
O  1.156  3.157  -6.709  -0.1302
O  1.446  -2.664  2.985  0.0397
O  6.648  -7.320  0.556  -0.1239
O  -9.828  -0.522  0.108  -0.1785
O  2.443  8.478  2.432  -0.1252
O  1.945  -2.593  -5.581  -0.1286
O  4.475  1.518  -7.031  -0.1345
O  3.821  -2.145  4.324  -0.1571
O  -2.477  -0.571  -6.394  -0.1337
O  -5.118  -3.471  3.039  -0.1384
O  5.966  1.357  5.342  -0.1276
O  2.190  1.988  1.439  0.0113
O  6.093  7.261  0.978  -0.1288
N  0.223  3.894  2.409  0.0258
N  1.890  0.677  -0.986  0.0664
N  1.088  -0.750  1.807  0.1825
N  -1.437  -1.897  -3.503  0.0906
N  -6.969  0.310  1.230  -0.2450
C  5.639  -8.090  1.197  -0.1627
C  -6.378  -1.971  0.587  -0.0761
C  2.068  4.293  4.090  -0.1816
C  1.368  -0.598  -1.379  -0.2202
C  1.483  -4.967  0.309  -0.2374
C  5.594  6.410  -0.049  -0.1654
C  2.676  2.586  5.940  -0.1018
C  -1.232  2.761  -0.780  -0.2370
C  3.113  -2.250  1.348  -0.0821
C  1.984  -4.411  -1.075  -0.5713
C  2.473  -5.903  1.024  -0.1566
C  0.127  3.185  1.175  -0.1843
C  -3.718  1.101  -0.497  -0.4594
C  -10.383  -1.218  -1.001  -0.1459
C  1.050  2.266  0.705  -0.1914
C  2.048  2.835  4.553  -0.2628
C  0.886  1.590  -0.501  -0.2013
C  3.210  -1.651  -0.089  -0.1361
C  -6.413  1.301  0.397  -1.0707
C  0.265  -0.648  -2.215  -0.3698
C  1.458  -3.022  -1.393  -0.1984
C  4.192  0.122  -7.147  -0.1508
C  -7.603  0.867  2.452  -0.2181
C  -2.500  3.092  -1.551  -0.1568
C  -5.874  -4.096  4.075  -0.1383
C  2.899  8.252  1.100  -0.1622
C  5.576  0.521  4.251  -0.1474
C  0.841  2.244  -7.753  -0.1632
C  -0.270  -1.834  -2.636  -0.2852
C  -3.456  1.902  -1.780  -0.2739
C  -0.995  3.423  0.408  0.0390
C  -0.277  1.849  -1.200  -0.3607
C  1.968  -1.781  -0.967  -0.1043
C  4.306  -3.354  4.897  -0.1316
C  -2.489  -2.046  -2.884  -0.7447
C  1.830  -1.922  2.087  -0.4665
C  -8.699  -0.114  2.882  -0.0736
C  0.348  -3.003  -2.201  0.0147
C  -6.035  -0.790  1.520  -0.2424
C  1.135  -3.370  -6.459  -0.1474
C  -2.628  0.796  -6.022  -0.1513
C  1.530  4.524  2.664  -0.2061
H  1.375  -2.247  -4.889  0.0446
H  -2.275  3.545  -2.528  0.1242
H  -2.035  -1.020  -5.665  0.0277
H  -4.422  2.336  -2.077  0.0923
H  -4.981  -0.533  1.351  0.0884
H  2.295  9.422  2.530  0.0706
H  -3.235  0.869  -5.114  0.0654
H  -6.726  -3.460  4.304  0.0747
H  5.013  -0.468  -6.736  0.0777
H  0.364  -2.746  -6.918  0.0759
H  -8.048  1.844  2.241  0.1175
H  6.105  -8.978  1.616  0.0780
H  -8.290  -1.100  3.130  0.0655
H  3.902  -1.727  1.911  0.1261
H  1.978  1.328  2.113  0.0692
H  4.106  -2.018  -0.592  0.0750
H  5.137  5.521  0.396  0.0764
H  -1.730  4.148  0.745  0.1308
H  4.875  -8.393  0.476  0.0722
H  3.833  8.793  0.933  0.0735
H  4.565  0.791  3.955  0.0620
H  -2.798  0.769  -0.007  0.0795
H  -3.044  3.867  -0.999  0.1048
H  1.930  2.809  6.713  0.0704
H  3.375  -5.393  1.372  0.0358
H  -9.756  -2.075  -1.265  0.0737
H  2.865  -2.236  4.232  0.0393
H  6.253  0.672  3.404  0.0788
H  5.174  -7.516  2.004  0.0710
H  2.808  -6.691  0.343  0.0543
H  4.077  -4.202  4.246  0.0728
H  1.117  -4.172  0.959  0.0867
H  2.141  8.585  0.386  0.0806
H  5.277  1.686  -7.532  0.0717
H  0.205  -1.027  1.391  0.1206
H  -5.263  -4.214  4.973  0.0775
H  -4.369  -4.042  2.847  0.0800
H  -11.372  -1.573  -0.721  0.0772
H  2.506  2.140  3.844  0.0754
H  3.073  7.188  0.968  0.0583
H  -6.224  -1.645  -0.449  0.0410
H  3.404  -0.587  0.080  0.1031
H  -8.949  -0.210  -0.153  0.0028
H  -0.080  3.333  3.194  0.1070
H  5.591  -0.525  4.553  0.0579
H  2.281  1.119  -1.820  0.1525
H  0.944  1.217  -7.389  0.0694
H  -6.140  -1.093  2.565  0.1007
H  -6.235  -5.073  3.746  0.0784
H  1.774  -3.779  -7.238  0.0779
H  5.385  -3.270  5.009  0.0764
H  -3.128  1.325  -6.830  0.0806
H  -6.850  0.992  3.245  0.1174
H  0.616  -5.603  0.085  0.1136
H  0.663  -4.192  -5.913  0.0738
H  1.390  5.612  2.556  0.1051
H  -10.472  -0.551  -1.863  0.0766
H  -9.397  -0.255  2.047  0.0493
H  3.112  4.641  4.099  0.1161
H  6.227  -6.538  0.190  0.0467
H  2.292  4.265  1.923  0.1065
H  -7.445  -2.187  0.728  0.0738
H  -0.187  2.412  -8.068  0.0739
H  3.368  -3.306  1.391  0.0867
H  2.068  2.989  -6.450  0.0605
H  3.284  -0.096  -6.590  0.0637
H  1.549  4.957  4.793  0.1175
H  6.859  1.113  5.597  0.0700
H  -3.168  1.260  -2.615  0.0575
H  -5.812  -2.871  0.826  0.0541
H  3.856  -3.516  5.880  0.0804
H  -4.297  0.222  -0.794  0.0268
H  3.592  3.152  6.122  0.0715
H  -1.645  1.242  -5.848  0.0626
H  4.041  -0.138  -8.198  0.0790
H  1.983  -6.341  1.900  0.0832
H  6.752  6.758  1.464  0.0746
H  1.633  -0.175  1.172  0.0404
H  2.868  1.510  6.023  0.0672
H  1.508  2.409  -8.603  0.0770
H  0.992  2.530  4.641  0.1004
H  1.535  -5.078  -1.812  0.0802
H  -0.074  -3.946  -2.544  0.1357
H  -9.289  0.260  3.727  0.0773
H  6.408  6.115  -0.716  0.0768
H  4.844  6.954  -0.617  0.0687

Force components x, y, z for each atom (eV/Å):
-0.21 0.08 -0.17
0.20 0.08 0.14
0.04 0.07 0.05
-0.08 0.06 -0.10
0.43 -0.25 0.58
-0.12 0.03 0.03
-0.09 0.30 -0.80
0.03 -0.11 0.08
-0.17 -0.24 -0.41
-0.02 -0.22 -0.01
0.12 -0.01 -0.10
-0.18 -0.04 0.11
0.25 -0.06 0.33
-0.06 0.03 -0.12
-0.04 -0.04 0.12
-0.20 0.12 -0.09
0.07 -0.08 -0.08
-0.10 0.05 -0.14
0.76 -0.28 -0.30
-0.34 0.40 -0.21
1.28 -0.63 -0.33
-0.25 0.06 1.42
1.32 0.76 0.40
0.01 0.29 -0.17
-0.42 0.49 0.37
0.59 -0.14 -0.42
-0.09 -0.45 -0.18
0.49 -0.54 -0.27
0.33 -0.07 0.31
-0.71 -0.28 -0.20
-0.59 0.27 -0.46
0.49 1.23 -0.79
-0.69 -0.11 0.71
-0.14 0.27 0.10
-0.55 0.39 0.55
-0.64 -0.23 -0.97
0.28 0.22 0.09
1.12 -0.70 0.42
-0.44 0.06 0.68
-0.33 0.48 0.46
-0.20 0.29 0.65
-0.67 -0.02 -0.98
-0.64 1.76 -0.16
0.43 0.30 0.03
0.20 0.19 -0.16
-0.51 -0.64 0.28
0.01 -0.28 -0.35
0.26 -0.09 -0.13
-0.14 0.46 0.20
0.52 0.06 0.26
0.37 0.07 0.23
0.27 -0.76 -0.12
-0.55 0.62 0.37
-0.43 0.15 -0.22
0.10 -1.00 -1.12
1.39 -0.30 0.80
-0.30 0.24 -0.14
0.20 -0.14 -1.03
-0.45 -0.94 1.12
-0.39 0.20 -0.11
-0.95 -0.51 -0.91
-0.07 -0.98 -0.32
-0.13 0.20 0.26
0.24 -0.38 0.22
0.04 1.03 0.52
0.02 0.02 0.07
0.15 -0.13 0.17
-0.01 -0.02 0.00
0.16 -0.12 0.00
-0.22 0.35 0.24
0.00 -0.02 0.05
0.00 0.21 -0.01
0.03 0.04 -0.05
-0.09 -0.12 0.00
-0.04 -0.12 -0.09
0.14 -0.16 -0.19
0.06 0.03 -0.03
0.00 0.19 0.09
-0.14 -0.32 0.07
-0.10 0.29 0.14
-0.21 -0.18 0.07
-0.07 -0.06 -0.20
0.20 -0.05 0.13
-0.07 -0.09 0.11
0.04 -0.14 -0.18
-0.01 0.04 0.09
-0.18 0.16 0.14
0.12 -0.18 0.02
0.32 0.22 0.00
-0.16 0.02 -0.03
-0.10 -0.05 -0.11
0.03 -0.10 -0.01
-0.11 -0.05 -0.11
-0.09 -0.13 0.04
-0.17 -0.01 0.19
0.05 -0.11 0.07
0.27 0.00 -0.01
0.09 -0.09 -0.14
-0.02 0.11 0.03
-0.21 0.38 0.27
-0.12 -0.03 0.08
0.03 0.06 -0.01
0.01 0.02 0.04
0.10 0.45 -0.10
-0.04 -0.01 0.13
-0.05 -0.23 0.07
-0.16 -0.13 -0.37
-0.01 0.16 0.17
0.01 -0.04 -0.13
-0.14 -0.04 -0.15
0.24 -0.11 0.12
-0.08 -0.09 -0.22
0.08 0.05 -0.14
-0.09 0.00 0.12
0.05 0.03 0.04
0.01 0.03 -0.01
0.00 -0.09 -0.04
-0.06 0.09 -0.17
-0.02 0.34 -0.09
-0.04 -0.07 -0.13
0.07 -0.18 0.00
-0.07 -0.11 -0.09
0.26 0.03 0.37
-0.19 0.01 -0.04
0.02 0.03 -0.04
-0.27 -0.35 0.12
0.17 -0.09 -0.21
0.00 0.06 0.08
-0.41 0.00 0.20
0.01 0.03 -0.03
0.02 0.05 0.02
-0.10 -0.35 0.00
-0.01 0.00 0.01
0.27 -0.06 0.32
0.09 0.20 -0.12
0.09 -0.13 0.03
0.18 -0.02 0.25
-0.06 -0.14 -0.09
-0.11 0.22 0.04
-0.07 -0.18 0.05
0.09 -0.04 -0.17
0.00 0.09 0.08
-0.45 -0.12 -0.43
0.26 0.23 0.15
-0.09 -0.17 -0.10
0.24 -0.18 -0.09
0.47 0.13 -0.11
0.05 0.13 -0.01
0.34 -0.04 0.03
-0.14 -0.10 -0.13
0.04 0.06 0.03